No. 1
This record from the OMol25 dataset describes a structure of composition C3H2N2O2. The level of theory is ωB97M-V/def2-TZVPD.

XYZ file:
```
9
Properties=species:S:1:pos:R:3:forces:R:3
O 0.420831 -0.446152 -1.525532 0.62 -0.65 0.37
C 1.316221 -1.364668 -1.133220 -0.16 -0.13 -0.37
C -0.028369 0.139383 -0.387459 -0.09 -0.11 0.19
N -0.861467 -0.407015 0.420681 -0.20 0.38 -0.16
C -0.947813 0.582968 1.359516 -0.10 0.35 0.27
N -0.202704 1.630305 1.147643 -0.27 -0.21 0.35
O 0.445715 1.313376 -0.046139 -0.06 0.06 -0.42
H 1.471473 -1.972783 -2.042533 0.13 0.25 -0.28
H -1.613888 0.524584 2.207043 0.15 0.05 0.04
```
Positions in Å, forces in eV/Å.

E_tot = -10213.5375 eV
E_LUMO = -0.0129 Ha
orbital gap = 9.52 eV
relative energy (zero: lowest compared OMol25 entry of this formula, charge and spin) = 448.81 kJ/mol
net charge = 0

No. 2
This record from the OMol25 dataset describes a structure of composition C7H14N3O5 in a non-equilibrium geometry. The level of theory is ωB97M-V/def2-TZVPD.

XYZ file:
```
29
Properties=species:S:1:pos:R:3:forces:R:3
C -3.423155 0.935143 0.490658 -0.82 0.12 0.00
C -1.748746 -1.641124 -0.694481 0.04 -0.36 2.81
C 3.374858 1.346039 -0.477407 -3.76 1.21 2.03
C 1.380480 -2.225410 0.573215 -0.07 1.37 -1.70
C -1.943611 0.675389 0.744518 -0.10 -0.51 -1.06
C 2.349984 1.078187 0.679290 0.49 -2.57 -0.28
C -1.125575 -0.064036 -0.318741 -3.80 0.60 -2.83
N -1.357630 0.710236 -1.641857 2.37 -0.73 0.80
N 0.187546 -0.317646 -0.078780 4.09 -0.88 1.11
N 0.483846 -1.143228 0.997187 -1.99 0.17 -0.10
O -4.301522 1.049911 1.305822 0.51 -0.41 1.34
O -1.837313 -1.954857 -1.858788 0.13 0.44 -0.87
O -3.784132 1.125427 -0.770004 0.35 0.52 -0.41
O -1.990503 -2.289984 0.366377 0.32 0.92 -0.92
O 1.015158 1.203302 0.272969 -0.50 0.51 0.37
H 3.464767 0.530232 -1.048493 -0.12 -2.97 -2.74
H 3.049270 2.218553 -1.009407 0.06 0.41 -0.40
H 4.281006 1.443773 -0.050554 3.32 0.93 1.50
H 2.121510 -1.818602 -0.132911 -0.42 0.26 0.09
H 2.011789 -2.580889 1.346145 -0.09 -0.82 1.16
H 0.815224 -2.923973 -0.026012 -0.04 -0.90 0.29
H -1.743968 0.226472 1.655328 -0.49 -1.45 1.97
H -1.448283 1.581318 0.950977 0.52 1.76 -0.37
H 2.745555 1.673429 1.526482 -1.27 0.40 -0.04
H 2.467501 -0.005087 1.114642 0.06 1.63 -0.78
H -2.944494 1.316224 -1.239917 0.29 -0.68 -0.94
H -0.531959 1.310420 -1.647914 -0.19 0.54 0.03
H -0.464906 -1.516760 1.379501 1.88 0.47 -0.73
H -1.102698 0.057550 -2.407831 -0.76 0.03 0.68
```
Positions in Å, forces in eV/Å.

E_tot = -22192.1561 eV
E_LUMO = 0.1230 Ha
orbital gap = 8.53 eV
relative energy (zero: lowest compared OMol25 entry of this formula, charge and spin) = 0.00 kJ/mol
net charge = -1

net charge of number 2 (C7H14N3O5)?
-1